# 1
{
  "formula": "C6H10",
  "method": "ωB97M-V/def2-TZVPD",
  "total_charge": 0,
  "smiles": "C=C(C)/C=C/C",
  "gap_ev": 9.867,
  "symbols": ["C", "C", "C", "C", "C", "C", "H", "H", "H", "H", "H", "H", "H", "H", "H", "H"],
  "xyz": [[-0.072, 1.427, 2.394], [0.286, 0.446, 1.323], [-0.077, 0.510, 0.127], [-0.027, -0.370, -1.069], [0.543, -1.834, -0.878], [-0.674, -0.078, -2.177], [0.657, 1.370, 3.248], [0.081, 2.505, 2.030], [-1.004, 1.122, 2.665], [1.048, -0.347, 1.744], [-0.687, 1.466, -0.116], [0.762, -2.367, -1.826], [-0.153, -2.592, -0.424], [1.530, -1.967, -0.393], [-1.016, 0.996, -2.424], [-1.095, -0.793, -2.830]],
  "atomic_forces_ev_per_a": [[4.0, 2.0, -0.7], [4.5, -2.2, 5.7], [-2.6, 2.7, -6.3], [1.0, -2.6, 1.9], [-0.3, -0.9, -0.6], [-1.1, 3.0, -0.5], [-0.9, -0.2, -0.6], [-1.0, -1.5, 0.4], [-2.9, 0.1, 1.3], [-1.7, 1.0, -1.2], [0.8, -1.5, 0.3], [-0.3, 0.9, -0.1], [0.3, 1.2, 0.2], [-0.6, 0.8, 0.3], [0.4, -1.8, 0.8], [0.5, -0.9, -1.0]]
}


# 2
{
  "formula": "C6H10",
  "method": "ωB97M-V/def2-TZVPD",
  "total_charge": 0,
  "smiles": "C=C/C(C)=C/C",
  "gap_ev": 8.741,
  "symbols": ["C", "C", "C", "C", "C", "C", "H", "H", "H", "H", "H", "H", "H", "H", "H", "H"],
  "xyz": [[1.309, -0.355, -1.129], [0.018, -0.152, -0.307], [-0.136, 0.872, 0.543], [0.984, 1.473, 1.363], [-2.224, -1.199, -0.073], [-1.020, -1.165, -0.661], [1.498, -1.452, -1.129], [2.204, 0.147, -0.760], [1.250, 0.026, -2.157], [-1.046, 1.442, 0.718], [1.687, 2.175, 0.943], [1.469, 0.586, 1.774], [0.539, 1.763, 2.309], [-2.885, -2.034, -0.190], [-2.739, -0.251, 0.220], [-0.910, -1.874, -1.467]],
  "atomic_forces_ev_per_a": [[0.2, -1.1, 1.2], [0.3, 0.2, -1.9], [0.4, 1.1, -0.3], [-0.3, -1.7, 0.6], [-0.7, 1.4, -0.8], [-1.2, 1.2, 0.6], [0.2, 0.7, -0.4], [-0.1, 0.0, 0.5], [-0.7, -0.3, 0.2], [-0.6, -1.2, 0.2], [0.0, 0.3, -0.1], [1.0, 0.1, -0.5], [-0.2, 1.1, -0.1], [-0.3, -0.3, -0.4], [0.9, -1.0, 1.0], [1.0, -0.6, 0.3]]
}


# 3
{
  "formula": "C6H10",
  "method": "ωB97M-V/def2-TZVPD",
  "total_charge": 0,
  "smiles": "C[C@@H]1C=CCC1",
  "gap_ev": 10.287,
  "symbols": ["C", "C", "C", "C", "C", "C", "H", "H", "H", "H", "H", "H", "H", "H", "H", "H"],
  "xyz": [[1.810, -0.334, 0.511], [0.734, 0.144, -0.492], [-0.419, -0.879, -0.714], [-1.649, -0.339, 0.061], [-1.250, 1.073, 0.417], [-0.003, 1.349, 0.050], [2.174, 0.494, 1.132], [2.674, -0.775, 0.002], [1.393, -1.085, 1.191], [1.228, 0.380, -1.446], [-0.648, -0.959, -1.785], [-0.144, -1.880, -0.369], [-1.908, -0.937, 0.950], [-2.547, -0.337, -0.567], [-1.932, 1.774, 0.895], [0.488, 2.313, 0.164]],
  "atomic_forces_ev_per_a": [[0.0, 0.0, 0.0], [0.0, 0.0, 0.0], [0.1, -0.1, 0.0], [-0.1, 0.0, 0.0], [0.0, 0.1, -0.1], [0.0, 0.0, 0.1], [0.0, -0.1, -0.2], [-0.2, 0.0, 0.1], [0.0, 0.1, -0.1], [-0.1, 0.0, 0.2], [0.0, 0.0, 0.3], [0.0, 0.1, -0.1], [0.2, 0.2, -0.2], [0.1, 0.0, 0.1], [0.1, -0.1, -0.1], [-0.1, -0.1, 0.1]]
}


# 4
{
  "formula": "C6H10",
  "method": "ωB97M-V/def2-TZVPD",
  "total_charge": 0,
  "gap_ev": [7.442, 7.721],
  "symbols": ["C", "C", "C", "C", "C", "C", "H", "H", "H", "H", "H", "H", "H", "H", "H", "H"],
  "xyz": [[-0.123, 1.996, 1.050], [0.239, 0.520, 0.887], [1.673, -0.817, -1.366], [0.575, -1.717, -1.276], [-0.550, -1.488, -0.533], [-0.919, -0.268, 0.260], [-1.028, 2.136, 1.660], [-0.305, 2.455, 0.062], [0.696, 2.550, 1.521], [0.501, 0.069, 1.858], [2.071, -0.853, -2.398], [1.122, 0.418, 0.239], [0.542, -2.604, -1.919], [-1.354, -2.221, -0.642], [-1.485, 0.387, -0.429], [-1.654, -0.562, 1.025]],
  "atomic_forces_ev_per_a": [[0.0, 0.1, 0.0], [-0.1, 0.1, 0.0], [-0.4, -0.7, -0.5], [0.2, 0.5, 0.1], [-0.1, 0.0, -0.1], [0.0, -0.1, 0.0], [0.2, 0.0, -0.1], [0.0, -0.1, 0.3], [-0.2, -0.1, 0.0], [-0.1, 0.1, -0.3], [0.0, 0.0, 0.2], [-0.2, 0.1, 0.3], [0.1, 0.1, 0.1], [0.2, 0.1, 0.0], [0.1, -0.1, 0.2], [0.2, 0.1, -0.2]]
}


# 5
{
  "formula": "C6H10",
  "method": "ωB97M-V/def2-TZVPD",
  "total_charge": 0,
  "smiles": "C[C@H]1C[C@H]2C[C@H]21",
  "gap_ev": 9.207,
  "symbols": ["C", "C", "C", "C", "C", "C", "H", "H", "H", "H", "H", "H", "H", "H", "H", "H"],
  "xyz": [[2.104, -0.181, 0.075], [0.620, -0.265, -0.356], [-0.660, -1.233, 0.038], [-1.563, -0.104, -0.364], [-1.462, 0.979, 0.614], [-0.190, 0.978, -0.159], [2.782, -0.563, -0.702], [2.409, 0.864, 0.267], [2.290, -0.735, 0.993], [0.610, -0.545, -1.410], [-0.771, -2.159, -0.544], [-0.695, -1.466, 1.109], [-2.216, -0.154, -1.232], [-1.501, 0.775, 1.678], [-2.054, 1.848, 0.319], [0.296, 1.961, -0.328]],
  "atomic_forces_ev_per_a": [[-0.2, -0.3, 0.3], [-0.3, -0.8, 0.2], [1.1, 0.3, -0.1], [0.6, 0.7, -0.5], [-0.2, 0.1, 0.6], [-0.4, -0.1, -0.5], [-0.3, 0.0, 0.3], [-0.4, -0.3, -0.1], [0.1, -0.1, 0.1], [0.3, 0.5, -0.2], [0.3, 0.4, 0.1], [-0.1, 0.1, -0.2], [0.0, 0.2, 0.3], [-0.2, -0.2, 0.2], [0.2, 0.0, 0.3], [-0.8, -0.5, -1.0]]
}


# 6
{
  "formula": "C6H10",
  "method": "ωB97M-V/def2-TZVPD",
  "total_charge": 0,
  "smiles": "C[C@@]12CC[C@@H]1C2",
  "gap_ev": 10.493,
  "symbols": ["C", "C", "C", "C", "C", "C", "H", "H", "H", "H", "H", "H", "H", "H", "H", "H"],
  "xyz": [[1.893, -0.270, 0.354], [0.481, 0.038, -0.070], [-0.084, 1.430, -0.073], [-0.721, 0.386, 0.791], [-1.668, -0.471, -0.025], [-0.420, -0.806, -0.963], [2.211, 0.403, 1.161], [2.604, -0.151, -0.473], [1.975, -1.299, 0.722], [0.491, 2.179, 0.464], [-0.610, 1.812, -0.950], [-0.739, 0.476, 1.869], [-2.062, -1.326, 0.558], [-2.526, 0.023, -0.490], [-0.449, -0.528, -2.026], [-0.437, -1.881, -0.806]],
  "atomic_forces_ev_per_a": [[-0.1, 0.0, 0.0], [0.0, 0.0, 0.2], [0.1, 0.2, 0.0], [-0.2, 0.2, 0.5], [0.1, 0.4, -0.2], [-1.4, -0.6, 0.4], [-0.1, -0.1, -0.2], [-0.1, 0.0, 0.1], [0.0, 0.1, -0.1], [0.0, -0.1, -0.1], [0.1, -0.1, 0.2], [0.0, 0.1, 0.0], [0.4, 0.2, -0.6], [0.1, 0.2, 0.1], [-0.1, -0.2, 0.3], [1.2, -0.2, -0.5]]
}


# 7
{
  "formula": "C6H10",
  "method": "ωB97M-V/def2-TZVPD",
  "total_charge": 0,
  "gap_ev": 10.454,
  "symbols": ["C", "C", "C", "C", "C", "C", "H", "H", "H", "H", "H", "H", "H", "H", "H", "H"],
  "xyz": [[-0.921, -0.492, -2.115], [-0.539, -0.947, -0.765], [-0.242, -1.642, 0.247], [0.115, 0.184, 0.398], [1.636, 0.241, 0.485], [-0.582, 0.460, 1.731], [-0.068, -0.031, -2.625], [-1.244, -1.356, -2.703], [-1.743, 0.231, -2.085], [-0.206, 0.988, -0.280], [2.007, -0.526, 1.170], [1.960, 1.226, 0.846], [2.092, 0.066, -0.495], [-0.231, -0.233, 2.500], [-0.370, 1.488, 2.053], [-1.665, 0.343, 1.637]],
  "atomic_forces_ev_per_a": [[0.0, 0.0, 0.0], [0.1, -0.4, 0.4], [-0.2, 0.3, -0.6], [0.2, 0.4, 0.2], [0.0, 0.0, 0.0], [0.0, 0.0, 0.0], [-0.1, -0.1, 0.1], [0.0, 0.1, 0.1], [0.1, -0.1, 0.0], [0.0, -0.1, 0.1], [-0.1, 0.1, -0.1], [-0.1, -0.1, -0.1], [-0.1, 0.0, 0.1], [0.0, 0.1, -0.1], [0.0, -0.1, -0.1], [0.2, 0.0, 0.0]]
}


# 8
{
  "formula": "C6H10",
  "method": "ωB97M-V/def2-TZVPD",
  "total_charge": 0,
  "gap_ev": 6.417,
  "symbols": ["C", "C", "C", "C", "C", "C", "H", "H", "H", "H", "H", "H", "H", "H", "H", "H"],
  "xyz": [[-1.946, 1.002, -0.331], [-1.576, -0.451, -0.333], [-0.068, -0.704, -0.356], [0.282, -0.643, 1.077], [0.884, 0.374, 0.194], [2.319, 0.065, -0.184], [-2.979, 1.227, -0.061], [-1.546, 1.752, -0.994], [-1.533, 0.549, 0.634], [-2.114, -1.183, 0.268], [0.217, -1.320, -1.209], [0.000, -0.245, 2.047], [0.372, 1.324, 0.067], [3.164, 0.609, 0.254], [2.303, 0.040, -1.274], [2.513, -0.951, 0.174]],
  "atomic_forces_ev_per_a": [[-2.2, -1.4, 0.4], [2.6, 1.2, 0.5], [-1.3, -0.5, -0.4], [0.3, 0.4, -0.1], [-1.0, -0.6, -0.8], [0.0, -0.3, -0.2], [0.1, -0.2, 0.0], [0.7, -0.4, 0.0], [0.5, 2.5, 1.0], [-0.5, 0.0, -0.8], [0.7, -0.8, 0.8], [-0.9, -1.2, 0.0], [0.8, 0.6, 0.3], [-0.6, 0.6, -0.3], [0.9, 0.2, -0.1], [-0.2, -0.1, -0.3]]
}


# 9
{
  "formula": "C6H10",
  "method": "ωB97M-V/def2-TZVPD",
  "total_charge": 0,
  "gap_ev": 9.659,
  "symbols": ["C", "C", "C", "C", "C", "C", "H", "H", "H", "H", "H", "H", "H", "H", "H", "H"],
  "xyz": [[-1.898, 0.474, 0.813], [-1.189, -0.419, -0.202], [-0.036, 0.298, -0.919], [1.343, 1.565, 0.652], [1.192, 0.463, -0.033], [2.219, -0.645, 0.048], [-1.195, 0.860, 1.560], [-2.690, -0.070, 1.339], [-2.362, 1.336, 0.316], [-1.907, -0.761, -0.958], [-0.807, -1.323, 0.290], [0.278, -0.262, -1.809], [-0.380, 1.277, -1.274], [2.695, -0.774, -0.930], [2.998, -0.426, 0.785], [1.742, -1.592, 0.323]],
  "atomic_forces_ev_per_a": [[0.0, 0.0, 0.0], [0.0, -0.1, 0.0], [-0.1, 0.1, -0.1], [-0.1, -0.6, -0.4], [0.1, 0.5, 0.3], [0.1, -0.1, 0.0], [-0.1, -0.1, -0.1], [0.1, 0.1, -0.1], [0.1, -0.1, 0.1], [0.1, 0.1, 0.1], [-0.1, 0.1, -0.1], [0.0, 0.1, 0.1], [0.0, -0.1, 0.1], [-0.1, 0.0, 0.1], [-0.1, 0.0, -0.1], [0.0, 0.2, 0.0]]
}


# 10
{
  "formula": "C6H10",
  "method": "ωB97M-V/def2-TZVPD",
  "total_charge": 0,
  "gap_ev": 8.761,
  "symbols": ["C", "C", "C", "C", "C", "C", "H", "H", "H", "H", "H", "H", "H", "H", "H", "H"],
  "xyz": [[1.015, 0.717, 0.876], [1.560, -0.818, -0.284], [0.244, -0.461, -0.953], [-1.086, -0.964, -0.309], [-1.414, 0.490, 0.114], [0.013, 0.895, -0.261], [0.645, 0.294, 1.805], [1.634, 1.604, 1.104], [2.085, 0.085, 0.254], [1.495, -1.691, 0.371], [0.232, -0.506, -2.049], [-1.812, -1.430, -0.985], [-0.923, -1.646, 0.533], [-1.703, 0.658, 1.157], [-2.154, 0.961, -0.538], [0.168, 1.811, -0.835]],
  "atomic_forces_ev_per_a": [[-0.5, -0.1, 0.2], [-0.4, 0.5, 0.9], [0.1, 0.2, -0.1], [0.0, -0.1, 0.0], [-0.2, 0.1, 0.0], [-0.1, 0.3, -0.1], [-0.2, 0.0, 0.0], [0.1, -0.7, -0.2], [0.8, -0.4, -1.0], [0.2, 0.2, 0.0], [0.1, -0.1, 0.2], [0.2, 0.1, 0.1], [0.0, 0.1, -0.1], [0.0, 0.0, -0.2], [0.0, -0.1, 0.1], [-0.1, 0.0, 0.1]]
}


Repeat the fifth record exactly.
{
  "formula": "C6H10",
  "method": "ωB97M-V/def2-TZVPD",
  "total_charge": 0,
  "smiles": "C[C@H]1C[C@H]2C[C@H]21",
  "gap_ev": 9.207,
  "symbols": ["C", "C", "C", "C", "C", "C", "H", "H", "H", "H", "H", "H", "H", "H", "H", "H"],
  "xyz": [[2.104, -0.181, 0.075], [0.620, -0.265, -0.356], [-0.660, -1.233, 0.038], [-1.563, -0.104, -0.364], [-1.462, 0.979, 0.614], [-0.190, 0.978, -0.159], [2.782, -0.563, -0.702], [2.409, 0.864, 0.267], [2.290, -0.735, 0.993], [0.610, -0.545, -1.410], [-0.771, -2.159, -0.544], [-0.695, -1.466, 1.109], [-2.216, -0.154, -1.232], [-1.501, 0.775, 1.678], [-2.054, 1.848, 0.319], [0.296, 1.961, -0.328]],
  "atomic_forces_ev_per_a": [[-0.2, -0.3, 0.3], [-0.3, -0.8, 0.2], [1.1, 0.3, -0.1], [0.6, 0.7, -0.5], [-0.2, 0.1, 0.6], [-0.4, -0.1, -0.5], [-0.3, 0.0, 0.3], [-0.4, -0.3, -0.1], [0.1, -0.1, 0.1], [0.3, 0.5, -0.2], [0.3, 0.4, 0.1], [-0.1, 0.1, -0.2], [0.0, 0.2, 0.3], [-0.2, -0.2, 0.2], [0.2, 0.0, 0.3], [-0.8, -0.5, -1.0]]
}


> What is the formula in the sixth record?

C6H10